Entry 1:
ORCA calculation (ωB97M-V with the def2-TZVPD basis set) on an isolated ion of composition C7H9N2S and charge +1.

Bonds (Å) are listed after each position.
Positions of all 19 atoms, in Å:
1 C -1.68566 -2.66300 0.88582  C2 1.195, H11 1.050
2 C -1.52619 -1.58621 0.39185  C1 1.195, C6 1.454
3 C 1.44968 -1.35168 -0.58937  C5 1.366, N8 1.346, H12 1.074
4 C 3.50402 -0.82376 -0.06138  N8 1.275, S10 1.737, H13 1.071
5 C 1.16977 -0.21985 0.12323  C3 1.366, C7 1.491, S10 1.748
6 C -1.33750 -0.26926 -0.19532  C2 1.454, C7 1.530, H14 1.093, H15 1.094
7 C -0.13400 0.42982 0.44029  C5 1.491, C6 1.530, N9 1.521, H16 1.096
8 N 2.75741 -1.65752 -0.67226  C3 1.346, C4 1.275
9 N -0.07603 1.86645 -0.05493  C7 1.521, H17 1.028, H18 1.029, H19 1.030
10 S 2.65781 0.47319 0.72482  C4 1.737, C5 1.748
11 H -1.84094 -3.61249 1.30566  C1 1.050
12 H 0.73594 -2.00514 -1.05548  C3 1.074
13 H 4.57277 -0.87958 -0.01327  C4 1.071
14 H -1.19419 -0.37534 -1.27389  C6 1.093
15 H -2.24497 0.31457 -0.01537  C6 1.094
16 H -0.27031 0.47986 1.52708  C7 1.096
17 H -0.90465 2.39818 0.24000  N9 1.028
18 H -0.02386 1.87517 -1.08288  N9 1.029
19 H 0.77286 2.31899 0.31419  N9 1.030

* LUMO: -3.8 eV
* charge: +1
* electronic energy: -779.51161 Eh
* energy relative to the best compared isomer or geometry (same formula, charge and spin): 44.0 kcal/mol
* frontier orbital gap: 9.53 eV
* SMILES string: C#CC[C@H]([NH3+])c1cncs1
* multiplicity: 1
* E_HOMO: -13.31 eV

---

Entry 2:
ORCA calculation (ωB97M-V with the def2-TZVPD basis set) on a 2-piece molecular cluster, C4H10N2OS overall.

Bonds (Å) are listed after each position.
Positions of all 18 atoms, in Å:
1 C 1.77958 0.16062 -0.87309  C2 1.469, N5 1.473, H9 1.151, H10 1.139
2 C 1.30590 1.55064 -0.83413  C1 1.469, S8 1.829, H11 1.140, H12 1.120
3 C 1.23135 0.81955 1.60863  N5 1.784, S8 1.659, H13 1.034
4 C -2.53887 -1.32010 0.47476  N6 1.481, H14 1.088, H15 1.124, H16 1.070
5 N 1.51465 -0.48426 0.42488  C1 1.473, C3 1.784, O7 1.236
6 N -2.22844 -0.19106 -0.43232  C4 1.481, H17 0.996, H18 1.008
7 O 1.09474 -1.63977 0.55526  N5 1.236
8 S 1.63299 2.22951 0.83195  C2 1.829, C3 1.659
9 H 1.15509 -0.37866 -1.67590  C1 1.151
10 H 2.91765 0.16265 -0.92893  C1 1.139
11 H 1.60564 2.28912 -1.64953  C2 1.140
12 H 0.19430 1.57637 -0.96878  C2 1.120
13 H 1.54737 0.70070 2.58588  C3 1.034
14 H -3.18102 -0.97516 1.28181  C4 1.088
15 H -2.91504 -2.29250 0.05372  C4 1.124
16 H -1.66454 -1.65940 0.99053  C4 1.070
17 H -1.33838 0.15872 -0.15429  N6 0.996
18 H -2.11297 -0.70696 -1.29046  N6 1.008

* LUMO (spin up / spin down): 0.5 / -0.3 eV
* electronic energy: -741.14094 Eh
* energy relative to the best compared isomer or geometry (same formula, charge and spin): 148.8 kcal/mol
* frontier orbital gap (spin up / spin down): 8.33 / 7.91 eV
* multiplicity: 1
* E_HOMO (spin up / spin down): -7.86 / -8.19 eV

---

Entry 3:
ORCA calculation (ωB97M-V with the def2-TZVPD basis set) on a 5-piece molecular cluster, C50H73FN7O10P2 overall.

Bonds (Å) are listed after each position.
Positions of all 143 atoms, in Å:
1 C -3.06314 -3.84258 3.27742  C2 1.672, H35 1.186, H36 1.176, H37 1.170
2 C -3.08979 -2.35849 2.50676  C1 1.672, C3 1.639, H38 1.174, H39 1.190
3 C -2.40408 -1.29989 3.55354  C2 1.639, O4 1.471, H40 1.193, H41 1.170
4 O -1.98099 -0.02025 2.96523  C3 1.471, C5 1.467
5 C -0.95651 -0.18283 1.92829  O4 1.467, C6 1.635, H42 1.194, H43 1.170
6 C -0.12895 1.16611 1.51671  C5 1.635, C7 1.673, C11 1.675, C26 1.653
7 C 1.11647 0.88317 0.43531  C6 1.673, C8 1.635, H44 1.169, H45 1.195
8 C 1.22909 -0.66531 -0.07798  C7 1.635, C9 1.674, H46 1.196, H47 1.172
9 C 0.21581 -1.01998 -1.36183  C8 1.674, N10 1.517, H48 1.194, H49 1.169
10 N 0.39935 -0.05024 -2.51339  C9 1.517, H50 1.053, H51 1.043
11 C 0.80377 1.62140 2.83165  C6 1.675, C12 1.639, N15 1.401
12 C 1.38213 0.61649 3.98956  C11 1.639, C13 1.637, H52 1.172, H53 1.194
13 C 0.33241 0.24935 5.19133  C12 1.637, F14 1.511, H54 1.194, H55 1.176
14 F 0.90905 0.44872 6.57409  C13 1.511
15 N 1.03880 2.99804 2.71726  C11 1.401, P16 1.811, C21 1.541
16 P 2.05776 3.96046 3.86469  N15 1.811, C17 1.907, C19 1.947
17 C 1.61441 3.60171 5.68429  P16 1.907, C18 1.673, H56 1.173, H57 1.170
18 C 2.33251 4.80316 6.60003  C17 1.673, H58 1.177, H59 1.192, H60 1.184
19 C 3.84233 3.20936 3.65881  P16 1.947, C20 1.641, H61 1.190, H62 1.192
20 C 5.03624 4.32292 3.82477  C19 1.641, H63 1.185, H64 1.194, H65 1.170
21 C 0.30920 3.59649 1.49851  N15 1.541, P22 1.906, C26 1.673, H66 1.194
22 P 1.33038 4.36101 0.08199  C21 1.906, C23 1.948, C24 1.942
23 C 0.22621 5.47997 -1.06858  P22 1.948, H67 1.194, H68 1.193, H69 1.175
24 C 2.63414 5.62344 0.77196  P22 1.942, C25 1.663, H70 1.194, H71 1.172
25 C 4.19089 5.05838 0.61694  C24 1.663, H72 1.189, H73 1.182, H74 1.177
26 C -0.94201 2.55088 1.12597  C6 1.653, C21 1.673, C27 1.675, C29 1.626
27 C -1.50309 2.62230 -0.45056  C26 1.675, C28 1.655, H75 1.170, H76 1.194
28 C -2.48595 1.34602 -0.83097  C27 1.655, H77 1.194, H78 1.190, H79 1.169
29 C -2.28633 2.99341 1.92727  C26 1.626, C30 1.624, H80 1.194, H81 1.194
30 C -2.17168 3.23023 3.52963  C29 1.624, O31 1.334, N32 1.544
31 O -1.40018 4.09620 4.18913  C30 1.334
32 N -3.13850 2.41505 4.41524  C30 1.544, C33 1.543, C34 1.512
33 C -4.50058 3.07342 4.10925  N32 1.543, H82 1.172, H83 1.193, H84 1.173
34 C -2.91763 2.70585 5.88279  N32 1.512, H85 1.174, H86 1.172, H87 1.194
35 H -2.89397 -3.65428 4.43653  C1 1.186
36 H -2.11073 -4.42190 2.90246  C1 1.176
37 H -4.06507 -4.43548 3.15728  C1 1.170
38 H -2.49761 -2.52246 1.50678  C2 1.174
39 H -4.24341 -2.11945 2.33673  C2 1.190
40 H -3.24856 -1.03228 4.35317  C3 1.193
41 H -1.57551 -1.87611 4.14545  C3 1.170
42 H -0.19495 -0.99887 2.35267  C5 1.194
43 H -1.46892 -0.66787 0.99526  C5 1.170
44 H 1.06128 1.55639 -0.51895  C7 1.169
45 H 2.16863 1.13688 0.94072  C7 1.195
46 H 2.31971 -0.75939 -0.55968  C8 1.196
47 H 1.20442 -1.48260 0.76127  C8 1.172
48 H 0.61294 -2.07310 -1.76100  C9 1.194
49 H -0.89218 -1.19870 -1.03643  C9 1.169
50 H 1.43475 -0.00425 -2.70073  N10 1.053
51 H 0.01238 0.89726 -2.31182  N10 1.043
52 H 2.38329 0.96453 4.48910  C12 1.172
53 H 1.63827 -0.40966 3.43572  C12 1.194
54 H 0.12086 -0.92409 5.13188  C13 1.194
55 H -0.66444 0.85940 5.06379  C13 1.176
56 H 2.15304 2.61047 6.00594  C17 1.173
57 H 0.47512 3.64975 5.94765  C17 1.170
58 H 1.59786 5.69246 6.83284  C18 1.177
59 H 2.70626 4.39008 7.65365  C18 1.192
60 H 3.29533 5.23758 6.06416  C18 1.184
61 H 3.98676 2.43992 4.55549  C19 1.190
62 H 3.93734 2.57301 2.65556  C19 1.192
63 H 5.72887 4.15350 4.77136  C20 1.185
64 H 5.75757 4.17535 2.88454  C20 1.194
65 H 4.65089 5.42560 3.75829  C20 1.170
66 H -0.32887 4.54025 1.85739  C21 1.194
67 H -0.69868 5.93652 -0.46703  C23 1.194
68 H -0.27650 4.84928 -1.94748  C23 1.193
69 H 0.82257 6.40810 -1.47396  C23 1.175
70 H 2.59511 6.59149 0.07378  C24 1.194
71 H 2.38065 6.00493 1.85111  C24 1.172
72 H 4.53159 5.18149 -0.51503  C25 1.189
73 H 4.88864 5.72651 1.29874  C25 1.182
74 H 4.27713 3.94869 1.00014  C25 1.177
75 H -0.64139 2.70542 -1.23754  C27 1.170
76 H -2.17973 3.59223 -0.61389  C27 1.194
77 H -3.47784 1.78520 -1.32879  C28 1.194
78 H -2.87098 0.75830 0.12909  C28 1.190
79 H -2.03321 0.60893 -1.61801  C28 1.169
80 H -2.69813 4.01167 1.45866  C29 1.194
81 H -3.16209 2.20630 1.73150  C29 1.194
82 H -5.24795 3.02169 5.01046  C33 1.172
83 H -4.25505 4.22431 3.91172  C33 1.193
84 H -5.01935 2.60760 3.16582  C33 1.173
85 H -3.12442 3.83022 6.15113  C34 1.174
86 H -1.87486 2.30205 6.23413  C34 1.172
87 H -3.74979 2.08162 6.46837  C34 1.194
88 C 8.02501 2.80293 -4.60706  C89 1.396, C93 1.396, H97 1.089
89 C 8.66017 3.36910 -3.50065  C88 1.396, C90 1.396, H98 1.088
90 C 8.10511 3.22857 -2.22724  C89 1.396, C91 1.402, H99 1.088
91 C 6.91056 2.51183 -2.07202  C90 1.402, C92 1.401, N94 1.468
92 C 6.26676 1.94898 -3.18206  C91 1.401, C93 1.396, H100 1.088
93 C 6.82995 2.09861 -4.45095  C88 1.396, C92 1.396, H101 1.088
94 N 6.33547 2.33886 -0.73268  C91 1.468, O95 1.240, O96 1.239
95 O 6.92469 2.86794 0.22157  N94 1.240
96 O 5.29656 1.67057 -0.63222  N94 1.239
97 H 8.46459 2.91037 -5.59723  C88 1.089
98 H 9.59051 3.91787 -3.63056  C89 1.088
99 H 8.61237 3.67567 -1.37511  C90 1.088
100 H 5.33663 1.39446 -3.07662  C92 1.088
101 H 6.33940 1.66279 -5.31851  C93 1.088
102 C -4.12447 -3.95915 -3.62338  C103 1.396, C107 1.396, H111 1.089
103 C -3.78692 -5.14163 -2.96312  C102 1.396, C104 1.396, H112 1.088
104 C -4.03317 -5.27418 -1.59521  C103 1.396, C105 1.402, H113 1.088
105 C -4.62478 -4.21308 -0.89604  C104 1.402, C106 1.401, N108 1.468
106 C -4.95759 -3.02199 -1.55482  C105 1.401, C107 1.396, H114 1.088
107 C -4.70391 -2.90011 -2.92247  C102 1.396, C106 1.396, H115 1.088
108 N -4.90952 -4.35577 0.53680  C105 1.468, O109 1.240, O110 1.239
109 O -4.58293 -5.41771 1.08757  N108 1.240
110 O -5.46366 -3.40844 1.11258  N108 1.239
111 H -3.93570 -3.86259 -4.69121  C102 1.089
112 H -3.33426 -5.96201 -3.51595  C103 1.088
113 H -3.76436 -6.20215 -1.09524  C104 1.088
114 H -5.41266 -2.18873 -1.02346  C106 1.088
115 H -4.96143 -1.98064 -3.44353  C107 1.088
116 C 3.37606 -3.09568 -4.00628  C117 1.396, C121 1.396, H125 1.089
117 C 4.37175 -2.47566 -3.24976  C116 1.396, C118 1.396, H126 1.088
118 C 5.43941 -1.83906 -3.88555  C117 1.396, C119 1.402, H127 1.088
119 C 5.49786 -1.82541 -5.28596  C118 1.402, C120 1.401, N122 1.468
120 C 4.50369 -2.45371 -6.04776  C119 1.401, C121 1.396, H128 1.088
121 C 3.44231 -3.08960 -5.40062  C116 1.396, C120 1.396, H129 1.088
122 N 6.60417 -1.13593 -5.96061  C119 1.468, O123 1.240, O124 1.239
123 O 7.47403 -0.60840 -5.25155  N122 1.240
124 O 6.60292 -1.11715 -7.19984  N122 1.239
125 H 2.54256 -3.58592 -3.50613  C116 1.089
126 H 4.31392 -2.48594 -2.16344  C117 1.088
127 H 6.20733 -1.36040 -3.28177  C118 1.088
128 H 4.53922 -2.45502 -7.13518  C120 1.088
129 H 2.66401 -3.57755 -5.98318  C121 1.088
130 C -9.01963 -9.09554 -4.06849  C131 1.396, C135 1.396, H139 1.089
131 C -8.02393 -8.47552 -3.31198  C130 1.396, C132 1.396, H140 1.088
132 C -6.95627 -7.83891 -3.94776  C131 1.396, C133 1.402, H141 1.088
133 C -6.89783 -7.82527 -5.34818  C132 1.402, C134 1.401, N136 1.468
134 C -7.89200 -8.45356 -6.10998  C133 1.401, C135 1.396, H142 1.088
135 C -8.95337 -9.08945 -5.46283  C130 1.396, C134 1.396, H143 1.088
136 N -5.79151 -7.13578 -6.02282  C133 1.468, O137 1.240, O138 1.239
137 O -4.92165 -6.60826 -5.31377  N136 1.240
138 O -5.79276 -7.11700 -7.26205  N136 1.239
139 H -9.85313 -9.58578 -3.56835  C130 1.089
140 H -8.08176 -8.48580 -2.22565  C131 1.088
141 H -6.18835 -7.36026 -3.34399  C132 1.088
142 H -7.85646 -8.45487 -7.19740  C134 1.088
143 H -9.73168 -9.57741 -6.04540  C135 1.088

* LUMO: -3.5 eV
* charge: +1
* electronic energy: -3866.18121 Eh
* frontier orbital gap: 6.99 eV
* multiplicity: 1
* E_HOMO: -10.47 eV